No. 1
Computed, not measured: 2 unconnected molecules or ions with the total composition CH3N2O2, with the ωB97M-V functional and the def2-TZVPD basis.

Values from the calculation:
gap between HOMO and LUMO (alpha / beta)	9.14 / 9.14	eV
energy above the lowest of the compared OMol25 structures with the same formula, charge and spin	401.4	kJ/mol
highest occupied orbital energy (alpha / beta)	-14.962 / -14.962	eV
charge	+1

```
8
Properties=species:S:1:pos:R:3:forces:R:3
C 0.37747 -0.58283 -0.17823 -1.95 0.04 -0.04
N -1.75879 0.17554 -0.03270 4.91 1.74 -1.00
N 1.23458 0.29494 0.12723 1.10 -1.11 -0.51
O -1.72463 1.30548 -0.17810 -0.77 0.50 0.01
O -2.18172 -0.81747 0.19046 -3.60 -3.24 0.98
H 0.69731 -1.67107 -0.24342 -0.19 1.37 0.10
H 2.18038 0.00907 0.17068 1.53 -0.31 0.37
H 1.17540 1.28635 0.14408 -1.03 1.03 0.08
```
Positions in Å, forces in eV/Å.

***

No. 2
Computed, not measured: a molecular structure, C23H51BClF3NNbO17P, with the ωB97M-V functional and the def2-TZVPD basis.

Values from the calculation:
gap between HOMO and LUMO	6.12	eV
highest occupied orbital energy	-4.268	eV
charge	-1

```
99
Properties=species:S:1:pos:R:3:forces:R:3
N 0.93444 1.24894 3.67126 -0.57 -0.28 -0.96
B 0.39760 0.24780 2.74622 -0.34 -1.58 0.30
O 1.18287 -0.86536 2.50656 0.26 0.35 0.17
Nb -1.72055 0.58031 1.76867 -0.83 2.47 -1.50
C -0.96320 1.96009 0.13611 0.88 0.02 0.75
C 0.15642 2.95434 0.49705 -0.57 -0.21 -0.70
C -0.09433 4.31764 -0.07346 0.53 0.10 0.79
F -0.22619 4.33599 -1.40536 -0.12 0.18 0.03
F -1.17730 4.89850 0.48535 -0.12 -0.03 -0.43
F 0.94683 5.15216 0.24228 -0.15 -0.05 -0.31
P -1.25076 -1.57834 0.38617 -0.16 -0.32 0.78
O -2.12140 -2.77872 1.13932 -0.17 0.22 -0.62
Cl -1.98604 -1.37654 -1.60194 -0.24 -0.03 0.35
H 1.76562 1.63576 3.23566 0.19 0.31 0.35
H 0.22849 1.96155 3.80343 0.29 0.41 0.27
H 1.88951 -0.85865 3.16323 0.36 -0.19 -0.07
H -3.45444 0.46364 1.13049 0.01 -0.92 0.38
H -2.24828 -0.49237 3.15245 0.52 0.02 0.32
H -2.14138 2.02763 2.80269 -0.41 0.04 0.18
H -1.84149 2.53753 -0.14929 -0.56 -0.14 0.18
H -0.69114 1.39275 -0.74787 0.11 -0.13 -0.27
H 0.27789 3.11488 1.55983 0.08 0.00 0.31
H 1.08633 2.59714 0.07714 0.44 0.01 0.06
H -1.80075 -3.61062 0.78298 0.02 -0.31 0.13
C -6.21033 0.29475 -7.86910 0.24 0.01 -0.03
C -6.65117 -0.60896 -6.73719 -0.26 0.22 -0.13
O -5.63712 -1.55656 -6.38467 -0.13 -0.09 -0.04
C -4.62415 -1.06403 -5.65765 0.07 -0.11 -0.02
O -4.51720 0.07082 -5.28390 -0.01 0.20 0.02
O -3.77096 -2.05341 -5.43492 0.10 -0.09 -0.01
C -2.58479 -1.67889 -4.71284 0.19 0.00 -0.04
H -5.88726 -0.29901 -8.72543 -0.10 -0.02 -0.03
H -7.03004 0.94390 -8.17766 -0.03 -0.02 0.00
H -5.37215 0.91947 -7.56578 -0.04 0.04 0.07
H -7.50890 -1.20320 -7.04856 0.08 -0.16 0.04
H -6.94672 -0.03538 -5.85936 0.14 0.02 0.05
H -2.82831 -1.18052 -3.78192 -0.17 0.09 -0.22
H -1.95945 -1.03775 -5.33310 -0.07 0.08 0.01
H -2.04974 -2.59636 -4.49171 -0.13 -0.11 -0.06
C -1.14798 0.13107 9.99048 -0.02 -0.08 -0.22
C 0.29632 0.45989 10.30395 -0.27 0.13 0.25
O 1.20243 -0.24113 9.44457 0.06 -0.04 0.13
C 1.30920 0.25765 8.20888 0.03 -0.11 -0.01
O 0.74061 1.22922 7.79220 -0.05 0.19 -0.02
O 2.15516 -0.50807 7.53023 0.16 -0.08 -0.08
C 2.30385 -0.14462 6.14816 0.16 -0.17 -0.07
H -1.30642 -0.94756 10.01906 0.00 -0.01 0.11
H -1.81095 0.60555 10.71440 0.02 -0.01 0.04
H -1.42128 0.47733 8.99545 0.02 0.08 0.01
H 0.54303 0.13418 11.31324 0.14 -0.11 -0.06
H 0.48318 1.53210 10.24754 0.01 0.00 -0.15
H 2.56518 0.90335 6.04008 -0.16 0.07 0.05
H 1.39414 -0.35858 5.59869 -0.12 0.16 0.05
H 3.11300 -0.75651 5.75475 0.02 -0.08 0.16
C 3.31387 6.91955 0.16203 0.42 0.04 -0.15
C 3.59315 7.62127 1.47155 -0.44 0.01 -0.15
O 4.92660 7.36399 1.95058 -0.07 -0.03 0.13
C 5.89404 8.03836 1.34687 -0.06 -0.11 0.06
O 5.76494 8.84957 0.46866 0.02 0.15 -0.11
O 7.05726 7.66360 1.88731 0.12 -0.01 0.04
C 8.20224 8.25689 1.27731 0.18 0.02 0.02
H 3.51480 5.85287 0.25131 -0.13 -0.04 0.06
H 2.27617 7.05758 -0.12664 -0.05 -0.01 0.04
H 3.94800 7.30777 -0.63464 -0.01 0.10 0.03
H 2.92936 7.24031 2.24456 0.16 -0.07 0.12
H 3.42833 8.69572 1.39603 0.16 0.03 -0.05
H 8.11730 9.34088 1.25518 -0.07 0.01 -0.07
H 8.33367 7.87161 0.26739 -0.04 0.08 -0.05
H 9.05793 7.97455 1.88360 -0.07 -0.09 0.08
C 6.76686 -2.90582 -0.96367 -0.10 0.11 0.15
C 5.88744 -3.45612 -2.06702 0.34 -0.01 -0.07
O 4.52310 -3.56794 -1.65677 0.04 -0.12 -0.05
C 3.83957 -2.41447 -1.62909 -0.11 -0.06 0.08
O 4.28200 -1.33781 -1.93727 0.11 0.13 -0.07
O 2.61559 -2.67367 -1.21034 -0.11 0.04 0.01
C 1.76546 -1.51897 -1.04980 -0.43 -0.03 -0.12
H 6.65767 -3.50390 -0.05808 0.06 -0.08 -0.04
H 7.81342 -2.91563 -1.27041 0.00 -0.04 -0.02
H 6.48950 -1.88227 -0.71816 0.00 0.03 -0.08
H 6.19887 -4.46830 -2.32092 -0.16 -0.07 0.03
H 5.95749 -2.85190 -2.97152 -0.08 0.11 0.05
H 1.74141 -0.92913 -1.96520 0.13 -0.01 0.00
H 2.11617 -0.91428 -0.21596 0.05 0.01 0.00
H 0.75216 -1.88199 -0.81323 0.81 -0.01 -0.14
C -4.15323 -7.54657 -1.81652 -0.06 0.23 -0.04
C -4.50444 -8.30037 -3.08161 0.22 -0.19 0.28
O -5.45829 -7.58834 -3.88132 -0.07 -0.14 0.00
C -4.96127 -6.56414 -4.57665 -0.13 0.03 0.04
O -3.81018 -6.22139 -4.60186 0.20 0.01 -0.04
O -5.96162 -5.98954 -5.23654 -0.09 0.02 -0.13
C -5.58376 -4.81034 -5.96169 -0.06 0.15 -0.10
H -5.05644 -7.30195 -1.25674 -0.01 -0.10 0.04
H -3.49857 -8.14818 -1.18598 -0.01 -0.04 0.00
H -3.64521 -6.61153 -2.04534 0.06 -0.03 -0.04
H -4.98358 -9.24562 -2.83249 -0.16 0.04 -0.10
H -3.61706 -8.52522 -3.67283 0.01 0.14 -0.07
H -4.74515 -5.01047 -6.62392 0.09 -0.01 0.09
H -5.33269 -4.01118 -5.27228 0.13 -0.01 0.00
H -6.44286 -4.51224 -6.55476 -0.12 -0.12 0.08
```
Positions in Å, forces in eV/Å.

***

No. 3
Computed, not measured: a molecular structure, C20H24N5OPtS, with the ωB97M-V functional and the def2-TZVPD basis.

Values from the calculation:
2S+1	5
gap between HOMO and LUMO (alpha / beta)	5.35 / 5.06	eV
highest occupied orbital energy (alpha / beta)	-8.360 / -11.668	eV
charge	+1

```
52
Properties=species:S:1:pos:R:3:forces:R:3
Pt 9.86101 10.52102 5.71557 3.05 0.25 -0.61
S 14.97810 15.75972 3.95466 -1.91 -0.66 1.32
N 15.08514 14.41033 4.92629 -0.37 0.85 -1.29
C 13.86323 13.91870 5.01297 0.35 -1.01 0.27
C 13.57797 12.60710 5.65906 2.06 0.77 0.86
C 14.50699 11.84244 6.39598 -0.01 1.96 -1.93
C 14.03493 10.71698 7.01011 -0.85 -2.70 0.81
C 12.73307 10.25374 6.82664 0.75 0.31 -0.07
N 11.85921 10.95034 6.07751 -0.26 -0.63 0.84
C 12.27811 12.18136 5.60181 -2.95 0.10 -0.73
C 11.21492 12.92574 5.01142 2.07 0.74 -0.03
N 9.98142 12.38625 5.02583 -1.34 -1.19 -0.45
C 8.98132 12.95329 4.29292 0.90 1.57 0.38
C 9.16987 14.20489 3.73510 -2.35 -0.27 -0.91
C 10.41666 14.83987 3.71022 0.99 -0.74 0.81
C 11.43402 14.16230 4.34900 1.12 1.10 -0.11
C 12.83959 14.66866 4.36957 0.26 1.44 -0.59
N 13.30093 15.82293 3.79223 0.78 -2.49 0.59
H 15.56262 12.13157 6.33228 -0.48 -0.14 0.45
H 14.64030 9.99782 7.55678 0.32 0.55 -0.01
H 12.43728 9.28197 7.24402 -0.09 0.61 -0.21
H 8.07163 12.38389 4.29828 -0.34 0.30 -0.31
H 8.29552 14.69325 3.24402 0.83 -0.58 0.38
H 10.64930 15.77827 3.22276 -0.33 -0.05 0.00
C 6.80641 9.47772 7.29944 0.46 -0.60 -0.41
C 6.98497 10.71618 6.40314 -0.51 -0.44 -1.92
C 7.12282 12.09540 7.06217 -0.12 0.03 1.04
C 5.78197 10.78022 5.48216 -1.37 -0.40 -0.70
N 8.04018 10.45853 5.39804 -1.15 0.09 2.52
H 5.84383 9.61337 7.81091 0.54 -0.10 0.30
H 7.67352 9.27931 7.95024 -0.54 0.37 0.13
H 6.70098 8.55343 6.68056 -0.01 0.76 0.23
H 6.42400 12.19166 7.92126 0.21 -0.47 -0.49
H 6.76327 12.86042 6.35586 0.78 -0.10 0.27
H 8.11312 12.27772 7.51672 -0.30 0.12 -0.61
H 4.84963 10.80960 6.07197 0.29 0.03 -0.33
H 5.75421 9.89767 4.79887 -0.12 0.56 0.59
H 5.83624 11.67584 4.85268 -0.15 -0.17 0.10
C 9.84714 6.32605 6.05864 0.73 -0.40 0.21
C 10.13114 7.61107 5.22006 -1.10 -0.87 1.28
C 9.04179 7.72097 4.14488 0.69 -1.34 0.30
C 11.53009 7.66430 4.64332 2.58 -1.07 0.60
O 10.10292 8.60125 6.30697 -0.04 0.71 -1.56
H 9.91741 5.38298 5.48352 -0.12 0.65 -0.03
H 8.82735 6.39475 6.48895 0.62 -0.05 -0.18
H 10.60556 6.22858 6.86986 -0.67 0.21 -0.42
H 8.99949 6.68128 3.73739 -0.45 0.66 0.45
H 9.37309 8.26245 3.28737 -0.11 1.10 -0.36
H 8.08963 8.02502 4.58123 0.05 -0.04 -0.37
H 11.70804 6.72760 4.04711 -0.46 0.94 0.24
H 12.29529 7.54986 5.46288 -0.83 0.05 -0.48
H 11.92086 8.54501 4.09140 -1.10 -0.34 0.11
```
Positions in Å, forces in eV/Å.

***

No. 4
Computed, not measured: 2 unconnected molecules or ions with the total composition C5H9N2, with the ωB97M-V functional and the def2-TZVPD basis.

Values from the calculation:
gap between HOMO and LUMO	9.56	eV
energy above the lowest of the compared OMol25 structures with the same formula, charge and spin	404.6	kJ/mol
highest occupied orbital energy	-13.261	eV
charge	+1

```
16
Properties=species:S:1:pos:R:3:forces:R:3
C 0.47414 -2.26204 0.10600 -2.81 2.24 -1.89
C -0.42281 -1.55252 -0.34536 3.20 -2.44 1.68
C 1.46422 1.34134 0.91779 0.75 0.83 3.07
C -2.04967 -0.17620 -1.54577 -1.39 1.54 -2.31
C -1.58077 -0.81609 -0.47838 -3.00 0.03 -0.62
N 1.24654 0.16708 1.50184 1.02 2.56 0.35
N 0.85599 1.67648 -0.17244 1.07 1.05 -0.95
H 1.31896 -2.80415 0.33062 1.27 -1.01 0.41
H 2.03161 2.20022 1.42207 -0.39 -1.79 -0.65
H -1.53271 0.02250 -2.58100 -0.75 -0.49 2.34
H 1.25724 2.46268 -0.68551 -0.60 -0.25 0.12
H -3.15710 0.18470 -1.48787 2.29 -0.57 -0.24
H -2.40173 -1.05130 0.22474 0.88 0.29 0.22
H 1.56707 -0.04044 2.46062 -0.43 0.14 -1.02
H 0.51098 -0.30802 1.02158 -0.27 -1.54 0.36
H 0.41804 0.95577 -0.68893 -0.83 -0.59 -0.87
```
Positions in Å, forces in eV/Å.

***

No. 5
Computed, not measured: C5H10O in the gas phase, with the ωB97M-V functional and the def2-TZVPD basis.

Values from the calculation:
gap between HOMO and LUMO	8.20	eV
energy above the lowest of the compared OMol25 structures with the same formula, charge and spin	451.4	kJ/mol
highest occupied orbital energy	-8.249	eV

```
16
Properties=species:S:1:pos:R:3:forces:R:3
C -1.48205 0.99651 -0.09072 0.01 -0.12 0.03
C -0.71002 0.44204 1.03641 0.02 0.18 -0.27
C -0.18877 -1.91510 0.29130 -0.17 -0.17 -0.11
O 0.92750 -1.24017 0.83625 0.02 0.02 0.10
C 0.76866 0.17240 0.72912 0.06 0.18 -0.02
C 1.39805 0.68659 -0.56670 -0.07 0.01 -0.09
H -1.39248 2.07933 0.11884 0.02 0.00 0.04
H -2.55130 0.77498 -0.01184 0.14 0.09 0.04
H -1.12417 0.83925 -1.11982 0.01 0.04 0.19
H -1.11073 -1.56397 0.78498 0.04 -0.17 -0.10
H -0.27889 -1.77051 -0.79722 0.06 -0.04 0.17
H -0.07982 -2.97808 0.50732 0.05 0.08 -0.06
H 1.33231 0.59737 1.57171 -0.10 0.00 -0.10
H 2.47297 0.48096 -0.55514 -0.16 0.01 0.02
H 1.25876 1.77095 -0.65852 0.03 -0.15 0.01
H 0.97650 0.21470 -1.46053 0.04 0.04 0.14
```
Positions in Å, forces in eV/Å.

***

No. 6
Computed, not measured: 2 unconnected molecules or ions with the total composition C2H2ClIO2, with the ωB97M-V functional and the def2-TZVPD basis.

Values from the calculation:
gap between HOMO and LUMO (alpha / beta)	6.82 / 6.82	eV
energy above the lowest of the compared OMol25 structures with the same formula, charge and spin	144.5	kJ/mol
highest occupied orbital energy (alpha / beta)	-9.046 / -9.046	eV

```
8
Properties=species:S:1:pos:R:3:forces:R:3
C 0.12665 -2.11239 -0.70743 -0.22 -0.26 0.86
C 0.86498 1.20890 0.90689 -1.45 -0.08 -3.43
O -0.71438 -2.84684 -0.99832 0.10 0.10 -0.45
O 0.95335 -1.40427 -0.29705 0.09 -0.30 -0.63
Cl -3.03285 1.28905 -0.69185 0.86 0.09 0.06
I -0.35143 1.70128 -0.66823 0.64 -0.67 1.90
H 1.20008 0.16535 0.85443 -0.17 0.93 0.72
H 0.95360 1.99891 1.60156 0.15 0.18 0.97
```
Positions in Å, forces in eV/Å.

***

| no. | energy (eV) |
| --- | --- |
| 1 | -8146.9729 |
| 2 | -93166.1962 |
| 3 | -44698.4903 |
| 4 | -8301.5386 |
| 5 | -7390.0868 |
| 6 | -26822.1353 |